Molecular formula: C5H14NO2
Method: DFT, ωB97M-V/def2-TZVPD

The geometry in XYZ format:
```
22
C5H14NO2, DFT ωB97M-V/def2-TZVPD
C 0.477 -2.097 -0.157
O 0.580 -2.642 -1.391
C -0.174 -0.692 -0.174
C 0.727 0.303 -0.895
C 1.999 0.689 -0.086
C -0.048 1.574 -1.240
N -0.494 -0.178 1.174
H -0.102 -2.746 0.566
H 1.470 -1.982 0.366
H -1.110 -0.795 -0.723
H 1.051 -0.155 -1.822
H 2.752 1.035 -0.785
H 1.791 1.533 0.561
H 2.352 -0.163 0.491
H -0.479 1.529 -2.250
H 0.579 2.461 -1.184
H -0.900 1.760 -0.569
H 0.358 0.063 1.669
H -0.937 -0.941 1.691
H -4.019 0.246 1.318
H -2.514 0.619 1.480
O -3.359 0.577 1.959
```

Calculated values
E = -10997.1025 eV
energy above the lowest of the compared OMol25 structures with the same formula, charge and spin = 0.503 eV
Kohn-Sham gap = 6.2 eV
HOMO = -0.091 Ha
charge = -1



Molecular formula: C4H5NO2
Method: DFT, ωB97M-V/def2-TZVPD

The geometry in XYZ format:
```
12
C4H5NO2, DFT ωB97M-V/def2-TZVPD
O 2.699 -0.010 -0.264
C 1.535 -0.292 -0.453
C 0.652 0.354 0.528
C -0.533 1.181 0.057
N -0.764 -0.054 0.729
C -1.449 -1.133 0.126
O -2.416 -1.022 -0.589
H 1.230 -0.953 -1.271
H 1.637 0.712 1.054
H -0.767 1.240 -1.008
H -0.766 2.077 0.632
H -1.047 -2.108 0.446
```

Calculated values
E = -9811.2294 eV
energy above the lowest of the compared OMol25 structures with the same formula, charge and spin = 3.085 eV
Kohn-Sham gap = 10.7 eV
HOMO = -0.378 Ha
SMILES = O=C[C@H]1CN1C=O
charge = 0



Molecular formula: C5H9NO
Method: DFT, ωB97M-V/def2-TZVPD

The geometry in XYZ format:
```
16
C5H9NO, DFT ωB97M-V/def2-TZVPD
C -1.645 1.418 0.214
C -0.399 1.855 0.341
C 0.849 1.001 0.292
C 0.709 -0.481 0.585
N -0.006 -1.177 -0.478
C 0.205 -2.466 -0.865
O -0.218 -2.906 -1.913
H -1.915 0.373 0.216
H -2.426 2.147 0.041
H -0.213 2.920 0.409
H 1.573 1.432 0.991
H 1.314 1.162 -0.686
H 1.720 -0.891 0.558
H 0.261 -0.646 1.564
H -0.646 -0.701 -1.102
H 0.836 -3.040 -0.166
```

Calculated values
E = -8867.8453 eV
energy above the lowest of the compared OMol25 structures with the same formula, charge and spin = 1.367 eV
Kohn-Sham gap = 10.6 eV
HOMO = -0.356 Ha
SMILES = C=CCCNC=O
charge = 0